Entry 1:
Molecular formula: C15H24BClINO2PSn
Method: DFT, ωB97M-V/def2-TZVPD

Last column: Mulliken charge in e.
Positions of all 47 atoms, in Å:
C 2.520 -2.206 1.190  -0.57
C 3.617 -1.100 1.245  -0.72
C 3.955 -0.541 -0.149  0.16
C 3.685 0.980 -0.244  -1.29
C 2.440 1.297 -1.088  -0.91
C 1.118 1.014 -0.375  0.76
C -0.059 1.369 -1.311  -1.34
C -1.011 0.200 -1.600  -0.76
B -1.984 -0.267 -0.371  0.19
C -3.447 -0.733 -0.992  -0.89
C -3.347 -1.850 -1.973  0.61
O -2.895 -1.811 -3.085  -0.46
Cl -4.010 -3.460 -1.387  -0.20
C -2.222 0.903 0.725  0.97
C -3.304 1.747 0.640  -0.62
C -3.484 2.712 1.591  -0.55
C -2.574 2.805 2.593  -0.47
N -1.502 2.048 2.710  -0.70
C -1.373 1.129 1.775  -0.38
P -1.214 -1.794 0.642  0.28
O -2.345 -2.556 1.480  -0.49
I -0.277 -3.474 -0.848  -0.03
H 2.807 -3.081 1.762  0.33
H 1.599 -1.805 1.617  0.03
H 2.289 -2.464 0.157  0.03
H 4.512 -1.494 1.720  0.44
H 3.240 -0.302 1.873  0.41
H 5.019 -0.767 -0.419  0.47
H 3.299 -0.994 -0.956  -0.21
H 4.527 1.419 -0.782  0.33
H 3.679 1.447 0.734  0.52
H 2.503 2.341 -1.384  0.43
H 2.471 0.663 -1.981  0.38
H 1.093 -0.042 -0.093  -0.55
H 1.094 1.655 0.504  0.35
H -0.567 2.273 -0.987  0.29
H 0.399 1.628 -2.271  0.71
H -1.652 0.519 -2.422  0.42
H -0.403 -0.611 -2.016  0.33
H -4.117 -1.066 -0.198  0.64
H -3.917 0.097 -1.510  0.38
H -4.032 1.685 -0.154  0.28
H -4.349 3.350 1.524  0.43
H -2.733 3.559 3.356  0.37
H -0.493 0.489 1.848  0.41
H -3.136 -2.709 0.931  0.39
Sn 4.582 -2.202 -2.023  0.79

Atomic forces in eV per Å
C 0.509 0.637 0.192
C -0.473 -1.074 -0.440
C -0.337 0.725 0.932
C 0.753 -0.036 -1.551
C 0.082 -0.437 0.758
C 0.071 0.802 -0.541
C 0.514 -0.553 -0.422
C 0.472 0.237 0.586
B -0.293 1.658 -1.115
C -0.284 -1.628 0.685
C 0.596 0.253 -2.036
O -0.633 -0.141 1.693
Cl 0.163 0.322 0.211
C -0.161 -1.284 -0.957
C -0.616 0.062 -0.488
C -0.861 0.134 -0.672
C 0.028 1.250 1.421
N 0.266 -0.113 0.128
C 1.073 -0.538 0.372
P 0.120 -0.578 0.018
O 0.240 0.162 -0.382
I -0.110 0.141 0.171
H -0.065 -0.177 -0.071
H -0.203 -0.164 -0.045
H 0.012 -0.325 0.002
H 0.106 0.045 -0.005
H 0.151 0.251 -0.004
H 0.081 0.286 0.279
H -0.355 0.254 0.523
H 0.080 0.129 0.088
H -0.176 -0.135 0.192
H -0.174 0.071 -0.158
H 0.118 0.249 -0.284
H -0.135 -0.060 0.245
H -0.084 -0.295 0.349
H -0.202 -0.051 0.239
H -0.084 0.162 -0.085
H -0.216 -0.147 -0.030
H -0.078 -0.087 -0.085
H -0.158 0.262 0.005
H 0.241 0.286 -0.073
H -0.049 -0.158 -0.155
H -0.023 0.252 0.213
H 0.172 0.012 0.147
H 0.085 0.017 0.256
H -0.217 -0.228 0.190
Sn 0.054 -0.451 -0.299

The calculation puts the frontier orbital gap at 2.35 eV. As for the total charge: +1. For the energy above the lowest of the compared OMol25 structures with the same formula, charge and spin, the calculation gives 0.582 eV.


Entry 2:
Molecular formula: C15H24BMgO3
Method: DFT, ωB97M-V/def2-TZVPD

Last column: Mulliken charge in e.
Positions of all 44 atoms, in Å:
O 7.749 -2.022 -0.352  -0.52
C 6.775 -1.257 -1.190  -0.28
C 5.268 -1.334 -0.469  -0.76
C 4.984 0.017 0.423  -0.48
C 3.679 0.893 -0.051  -0.52
C 2.511 0.918 1.142  0.01
C 1.544 -0.407 1.308  -0.39
O 0.581 -0.093 0.239  -0.48
B 0.410 1.387 0.099  1.26
C -1.125 2.008 0.148  -0.72
C -2.247 0.904 -0.421  0.26
C -3.755 1.360 0.035  -0.70
C -4.879 0.166 0.014  0.33
C -4.972 -1.052 1.145  -0.27
C -6.156 -2.208 1.105  -0.36
C -7.322 -2.198 -0.071  -0.32
C -7.255 -1.015 -1.223  -0.36
C -6.055 0.146 -1.175  -0.43
O 1.442 1.957 1.011  -0.54
H 7.548 -1.821 0.614  0.30
H 6.768 -1.779 -2.239  0.25
H 7.135 -0.149 -1.310  0.24
H 5.359 -2.233 0.310  0.30
H 4.421 -1.585 -1.249  0.33
H 4.891 -0.305 1.545  0.32
H 5.930 0.700 0.330  0.36
H 4.036 2.028 -0.139  0.27
H 3.256 0.606 -1.104  0.18
H 3.011 0.970 2.220  0.34
H 0.916 -0.118 2.280  0.26
H 2.054 -1.462 1.341  0.26
H 0.890 1.649 -0.967  -0.42
H -1.101 2.969 -0.560  0.09
H -1.415 2.419 1.217  0.31
H -2.166 0.993 -1.608  -0.09
H -2.016 -0.193 -0.035  0.21
H -3.749 1.804 1.142  0.33
H -4.140 2.205 -0.694  0.32
H -4.200 -1.124 2.026  0.26
H -6.229 -3.051 1.942  0.28
H -8.193 -3.013 -0.075  0.28
H -8.092 -0.996 -2.043  0.29
H -6.098 0.965 -2.027  0.19
Mg 0.007 2.352 -2.632  0.82

Atomic forces in eV per Å
O -1.666 1.477 0.356
C -0.536 -0.582 0.369
C 0.907 -0.299 0.511
C -0.011 -0.205 -0.430
C -0.132 1.508 1.008
C 0.091 -1.638 1.435
C -0.158 2.790 0.273
O -0.183 0.517 -0.223
B 0.519 -2.403 5.432
C -1.206 0.031 -0.144
C 0.207 0.860 0.482
C -1.099 -0.207 0.125
C -3.315 -3.038 -0.586
C -2.671 -0.117 -2.581
C -0.315 2.764 -2.818
C 3.185 3.155 0.024
C 2.772 -0.316 3.431
C -0.377 -2.856 2.512
O 0.646 -1.352 -1.655
H 0.382 -0.240 -1.908
H 0.077 0.979 2.126
H -0.740 -1.987 0.222
H -0.355 1.738 -1.971
H 1.674 0.647 1.609
H 0.018 0.794 -2.077
H -1.821 -1.252 0.285
H -0.867 -2.386 0.155
H 0.731 0.203 2.085
H -0.792 0.628 -2.466
H 1.595 -1.193 -1.616
H -1.344 2.082 -0.533
H 0.848 0.915 -3.886
H -0.265 -1.318 1.051
H 0.630 -0.995 -2.137
H -0.354 -0.713 2.046
H -0.311 2.473 -1.019
H 0.192 -0.998 -2.459
H 0.733 -1.661 1.567
H -1.651 0.280 -1.985
H 0.365 2.161 -2.001
H 2.232 2.056 -0.005
H 1.951 0.095 1.734
H 0.243 -1.791 2.057
Mg 0.170 -0.607 1.607

The calculation puts the frontier orbital gap at 3.08 eV. As for the total charge: +1.


Entry 3:
Molecular formula: C15H24BN8NiO
Method: DFT, ωB97M-V/def2-TZVPD

Last column: Löwdin spin population.
Positions of all 50 atoms, in Å:
Ni 0.049 0.407 -0.025  1.71
B 3.332 -1.070 -0.058  0.00
N 2.543 -0.750 -1.372  0.00
C 3.050 -0.946 -2.595  0.00
C 2.104 -0.576 -3.537  0.00
C 1.017 -0.150 -2.774  0.00
N 1.299 -0.266 -1.478  0.04
N 2.510 -0.841 1.255  0.00
C 2.984 -1.206 2.452  0.00
C 2.082 -0.827 3.430  0.00
C 1.050 -0.225 2.713  0.01
N 1.321 -0.244 1.411  0.03
H 3.654 -2.238 -0.086  0.00
H 4.313 -0.353 -0.029  0.00
H 4.045 -1.342 -2.710  0.00
H 2.194 -0.613 -4.608  0.00
H 0.049 0.229 -3.065  0.00
H 3.934 -1.710 2.523  0.00
H 2.157 -0.980 4.492  0.00
H 0.118 0.197 3.054  0.00
C -0.560 4.328 -0.762  0.01
C -0.641 3.339 0.413  0.02
C 0.712 3.301 1.123  0.00
C -1.709 3.839 1.398  0.01
N -0.959 2.015 -0.055  0.12
H -0.308 5.342 -0.430  0.00
H -1.520 4.363 -1.284  0.00
H 0.196 3.990 -1.474  0.00
H 0.999 4.287 1.497  0.00
H 1.487 2.951 0.434  0.00
H 0.674 2.604 1.963  0.00
H -1.496 4.853 1.755  0.00
H -1.762 3.165 2.256  0.00
H -2.689 3.841 0.913  0.00
C -1.780 -4.639 0.689  0.00
N -2.044 -3.379 0.029  0.00
C -3.112 -3.209 -0.801  0.00
C -3.333 -2.039 -1.404  0.00
C -2.435 -0.909 -1.153  0.00
N -1.334 -1.131 -0.344  0.04
C -1.119 -2.328 0.250  0.00
O -0.174 -2.592 0.986  0.00
N -2.624 0.255 -1.674  0.00
H -2.551 -5.351 0.395  0.00
H -1.788 -4.521 1.773  0.00
H -0.799 -5.023 0.410  0.00
H -3.747 -4.075 -0.944  0.00
H -4.171 -1.910 -2.074  0.00
H -3.464 0.220 -2.246  0.00
H -1.752 1.916 -0.630  0.00

Atomic forces in eV per Å
Ni -0.223 0.048 -0.127
B 0.029 0.052 0.004
N -0.041 -0.061 0.011
C -0.007 -0.031 -0.004
C 0.008 -0.001 0.005
C 0.007 -0.039 0.015
N 0.058 0.165 0.002
N -0.031 -0.108 0.002
C -0.002 -0.018 0.005
C -0.005 -0.004 -0.010
C 0.026 -0.021 -0.023
N 0.092 0.181 0.123
H 0.024 -0.005 -0.005
H -0.012 0.030 0.001
H -0.002 -0.003 -0.001
H -0.003 0.002 -0.001
H 0.000 -0.005 -0.007
H 0.000 -0.002 0.003
H 0.000 0.001 0.002
H -0.001 -0.007 0.004
C 0.014 0.005 0.011
C -0.114 0.003 -0.225
C -0.030 -0.026 0.002
C -0.005 0.021 0.031
N 1.530 -0.474 0.922
H -0.013 -0.006 -0.013
H -0.003 0.010 -0.003
H 0.007 0.005 0.005
H 0.001 0.007 0.003
H 0.005 0.020 0.002
H 0.013 0.036 -0.001
H -0.005 0.007 0.013
H 0.001 0.001 -0.008
H 0.008 0.003 0.000
C 0.001 -0.013 -0.005
N -0.025 0.020 -0.017
C 0.093 -0.027 -0.002
C -0.068 0.092 -0.009
C 0.257 -0.286 0.111
N -0.272 0.072 0.012
C 0.020 -0.048 0.046
O 0.010 0.007 -0.046
N -0.107 0.110 -0.268
H 0.001 -0.001 0.004
H 0.001 0.007 -0.002
H -0.001 0.003 -0.005
H -0.001 0.005 0.006
H -0.017 0.000 0.024
H 0.020 0.037 0.015
H -1.241 0.235 -0.601

The calculation puts the frontier orbital gap (spin up / spin down) at 7.17 / 7.22 eV. As for the total charge: -1. For the energy above the lowest of the compared OMol25 structures with the same formula, charge and spin, the calculation gives 0.000 eV. As for the spin multiplicity: 3.


Entry 4:
Molecular formula: C15H24BrHfN2O7SSb
Method: DFT, ωB97M-V/def2-TZVPD

Last column: Mulliken charge in e.
Positions of all 52 atoms, in Å:
Hf 0.000 0.000 0.000  0.03
C -2.120 3.671 1.486  -1.56
C -1.454 2.517 0.758  0.67
N -0.855 1.480 1.418  0.16
O -0.782 1.355 2.676  -0.37
C -1.448 2.506 -0.767  0.77
C -2.083 3.607 -1.590  -1.44
N -0.851 1.474 -1.412  0.57
O -0.807 1.397 -2.670  -0.70
H -2.091 3.620 2.586  0.40
H -3.191 3.716 1.198  0.34
H -1.624 4.621 1.198  0.34
H -1.134 1.963 3.332  0.38
H -2.543 4.403 -0.976  0.38
H -2.876 3.173 -2.234  0.30
H -1.311 4.077 -2.234  0.31
C -3.234 -0.641 1.450  -0.88
S -2.095 -1.857 0.854  1.11
O -2.203 -1.725 -0.598  -0.04
O -2.626 -3.103 1.403  -0.67
O -0.821 -1.422 1.422  -0.51
H -4.232 -0.879 1.076  0.39
H -2.922 0.341 1.090  0.20
H -3.229 -0.659 2.542  0.38
C -0.054 -2.587 -3.726  -1.39
Sb -1.131 -1.959 -1.959  0.88
C -1.682 -3.973 -1.396  -1.35
C -2.974 -1.592 -3.031  -1.20
H -0.665 -3.313 -4.299  0.35
H 0.901 -3.066 -3.425  0.37
H 0.161 -1.703 -4.361  0.35
H -2.064 -4.519 -2.282  0.37
H -2.470 -3.936 -0.617  0.44
H -0.791 -4.500 -0.996  0.36
H -3.190 -2.446 -3.707  0.34
H -2.873 -0.664 -3.630  0.33
H -3.806 -1.477 -2.306  0.31
Br 7.518 0.085 4.976  -0.19
C 6.082 0.085 3.745  0.08
C 4.773 -0.004 4.211  -0.46
C 3.714 -0.004 3.298  -0.36
C 3.951 0.084 1.916  -0.02
C 5.281 0.172 1.472  -0.24
C 6.344 0.173 2.379  -0.45
C 2.799 0.083 0.928  0.82
O 3.095 0.166 -0.306  -0.68
O 1.625 0.000 1.409  -0.76
H 4.558 -0.073 5.272  0.40
H 2.687 -0.073 3.655  0.36
H 5.477 0.241 0.403  0.41
H 7.360 0.242 2.006  0.41
H 1.482 0.000 -1.285  -0.04

Atomic forces in eV per Å
Hf 3.609 -0.856 -1.675
C -0.030 0.028 -0.229
C 1.182 -1.766 0.341
N -2.259 4.435 -6.288
O 1.088 -2.091 4.950
C 0.090 -0.251 0.398
C -0.008 0.070 0.135
N -1.042 1.489 1.295
O -0.256 0.210 0.618
H 0.135 -0.218 -0.451
H 0.631 0.084 0.069
H -0.385 -0.530 0.077
H -0.534 1.041 -0.790
H 0.288 -0.493 -0.250
H 0.552 0.258 0.193
H -0.504 -0.349 0.205
C -0.186 0.404 -0.233
S -5.421 -2.349 5.128
O -8.126 3.228 10.140
O 1.496 1.405 -1.064
O 1.512 -0.325 -0.826
H 0.198 -0.052 0.011
H -0.195 -0.065 0.051
H 0.132 -0.114 -0.186
C 0.370 -0.221 -0.748
Sb 7.536 -2.585 -10.724
C 0.533 -1.054 -0.327
C -0.073 0.601 -0.486
H 0.343 0.344 0.250
H -0.490 0.297 -0.218
H -0.037 -0.511 0.342
H 0.373 0.233 0.451
H 0.631 -0.307 -0.749
H -0.606 0.003 -0.205
H 0.245 0.500 0.397
H -0.198 -0.549 0.247
H 0.485 -0.063 -0.489
Br -0.014 0.001 -0.006
C -0.442 -0.005 -0.318
C -0.192 0.014 -0.221
C 0.226 0.039 -0.337
C 0.121 -0.070 0.656
C -0.247 -0.016 0.154
C -0.367 -0.007 -0.177
C 3.738 0.311 -3.413
O 0.241 0.046 3.732
O -2.234 0.014 -0.320
H 0.152 0.008 -0.111
H 0.250 0.003 -0.073
H -0.119 -0.023 0.268
H -0.100 -0.015 0.152
H -2.090 -0.181 0.652

The calculation puts the frontier orbital gap (spin up / spin down) at 6.08 / 6.08 eV. As for the total charge: 0. For the energy above the lowest of the compared OMol25 structures with the same formula, charge and spin, the calculation gives 3.653 eV.


Entry 5:
Molecular formula: C15H24ClNaO19
Method: DFT, ωB97M-V/def2-TZVPD

Last column: Mulliken charge in e.
Positions of all 60 atoms, in Å:
Na 7.145 -1.956 -4.252  0.99
Cl 3.509 -1.075 -0.282  1.62
O 3.397 0.303 -0.526  -0.62
O 4.853 -1.450 -0.600  -0.69
O 3.092 -1.326 1.084  -0.64
O 2.653 -1.877 -1.109  -0.67
C -2.700 -2.007 2.737  -0.25
C -2.686 -1.672 1.246  -0.31
O -3.959 -1.105 1.029  -0.31
C -4.527 -0.785 2.199  0.70
O -5.644 -0.316 2.310  -0.57
O -3.714 -1.085 3.196  -0.33
H -1.718 -1.896 3.198  0.29
H -3.075 -3.003 2.973  0.24
H -2.490 -2.530 0.603  0.27
H -1.885 -0.995 0.949  0.26
C -0.954 -2.426 -7.562  -0.27
C -0.875 -1.660 -6.169  -0.30
O -2.041 -2.205 -5.493  -0.29
C -2.904 -2.778 -6.360  0.68
O -3.972 -3.309 -6.031  -0.55
O -2.331 -2.807 -7.564  -0.33
H -0.258 -3.259 -7.462  0.24
H -0.783 -1.867 -8.482  0.28
H -1.113 -0.614 -6.359  0.25
H 0.077 -1.848 -5.673  0.30
C -1.105 2.990 -2.991  -0.21
C -0.007 3.655 -3.869  -0.33
O -0.292 5.103 -3.785  -0.33
C -0.952 5.321 -2.708  0.71
O -1.173 6.455 -2.279  -0.59
O -1.494 4.165 -2.229  -0.33
H -0.559 2.225 -2.439  0.29
H -1.956 2.639 -3.575  0.26
H -0.173 3.392 -4.914  0.25
H 0.974 3.333 -3.520  0.28
C 1.382 11.163 3.667  -0.65
O 1.647 9.997 2.873  -0.30
C 2.469 9.015 3.223  0.81
O 3.096 8.930 4.256  -0.58
O 2.528 8.230 2.184  -0.28
C 3.437 7.212 2.009  -0.63
H 2.169 11.917 3.657  0.28
H 1.151 10.909 4.701  0.30
H 0.485 11.661 3.300  0.25
H 4.089 7.180 2.882  0.34
H 4.044 7.378 1.118  0.23
H 2.939 6.251 1.886  0.23
C 1.070 -7.326 2.393  -0.63
O 0.559 -8.557 2.974  -0.30
C -0.082 -8.487 4.129  0.82
O -0.050 -7.524 4.907  -0.60
O -0.533 -9.715 4.385  -0.31
C -1.013 -10.070 5.663  -0.63
H 0.698 -6.372 2.766  0.34
H 0.836 -7.516 1.345  0.24
H 2.151 -7.406 2.510  0.25
H -1.818 -10.796 5.552  0.23
H -1.479 -9.261 6.227  0.32
H -0.135 -10.539 6.106  0.27

Atomic forces in eV per Å
Na -0.272 0.063 0.410
Cl -1.472 -1.534 1.327
O -0.535 2.313 -0.858
O 1.724 -0.700 0.331
O 1.143 -0.115 -0.206
O -0.630 -0.022 -1.060
C -0.299 0.078 -0.525
C 1.056 -0.612 -0.105
O -0.242 -0.088 -0.842
C -2.455 0.835 -0.287
O 2.092 -0.647 -0.142
O 0.955 -0.246 1.421
H -0.341 0.491 0.254
H 0.060 -0.107 -0.234
H -0.618 -0.224 0.079
H -0.164 0.526 0.376
C -0.247 0.680 1.890
C -1.388 -0.274 -2.085
O 0.699 0.308 0.576
C -1.705 -2.037 1.655
O 3.212 2.066 -1.340
O -0.309 -0.666 -1.327
H -0.435 -0.473 -0.488
H 0.163 0.138 0.354
H 0.495 0.166 0.398
H -0.502 0.088 0.380
C 1.320 2.180 -0.783
C -1.420 -0.022 -0.996
O 2.631 -2.239 -1.955
C -2.550 2.909 2.275
O 0.433 -3.107 -0.492
O -0.158 -0.508 1.106
H -0.879 0.032 0.624
H 0.040 -0.110 0.319
H 0.456 0.045 0.015
H 0.138 0.797 -0.065
C -0.219 -0.193 0.813
O -0.923 1.071 -0.371
C 1.144 1.047 1.448
O -0.461 -0.095 -0.496
O -1.558 0.278 -1.562
C 1.434 -1.145 0.740
H 0.379 -0.425 -0.178
H 0.307 -0.238 0.035
H 0.059 -0.439 -0.493
H 0.143 -0.253 -0.029
H -0.119 0.275 -0.026
H -0.186 0.117 0.125
C 0.509 -1.224 -0.565
O -0.712 0.773 -0.146
C 1.471 1.305 2.396
O -0.762 -1.862 -1.634
O -0.716 0.477 -1.104
C -0.086 -0.263 0.348
H -0.273 -0.489 0.244
H 0.071 0.682 -0.053
H -0.020 0.406 0.046
H 0.269 -0.206 -0.351
H 0.678 0.301 -0.020
H -0.428 0.114 0.838

The calculation puts the frontier orbital gap at 4.89 eV. As for the total charge: 0. For the energy above the lowest of the compared OMol25 structures with the same formula, charge and spin, the calculation gives 6.411 eV.


Number 5 is which compound? C15H24ClNaO19


Look up the total charge of the fifth one. 0